# 1
3 unconnected molecules or ions with the total composition C3H5Cl7 at a distorted geometry, computed with ωB97M-V with the def2-TZVPD basis set.

ΔE to the lowest compared entry with this formula, charge and spin, kJ/mol: 26.2
HOMO-LUMO gap, eV: 11.372
Maximum force, eV Å⁻¹: 1.2

Each line ends with the Löwdin charge.
Atoms and positions in Å:
1 Cl -6.23 -15.27 15.83  0.509
2 C -5.91 -16.62 14.71  -1.527
3 Cl -7.25 -16.86 13.60  0.519
4 Cl -5.62 -18.17 15.55  0.484
5 H -5.00 -16.37 14.16  0.014
6 Cl -7.05 -23.16 15.84  0.467
7 C -5.32 -23.52 15.55  -1.001
8 Cl -4.38 -23.44 17.06  0.485
9 H -5.33 -24.50 15.07  0.024
10 H -4.88 -22.82 14.83  0.025
11 Cl -5.65 -17.76 20.64  0.454
12 C -6.41 -19.40 20.42  -0.980
13 Cl -6.33 -20.45 21.86  0.483
14 H -7.43 -19.36 20.05  0.030
15 H -5.81 -19.84 19.62  0.013

=====

# 2
A single C3H5ClF2 molecule at a distorted geometry, computed with ωB97M-V with the def2-TZVPD basis set.

ΔE to the lowest compared entry with this formula, charge and spin, kJ/mol: 40.4
HOMO-LUMO gap, eV: 12.152
Maximum force, eV Å⁻¹: 3.5

Each line ends with the Löwdin charge.
Atoms and positions in Å:
1 C -0.16 1.27 1.21  -0.058
2 C -0.12 0.39 -0.09  -0.748
3 F -0.76 1.08 -1.16  -0.066
4 Cl -1.20 -1.06 0.18  0.635
5 C 1.21 -0.12 -0.70  -0.119
6 F 2.15 -0.58 0.32  -0.097
7 H 0.58 2.05 1.15  0.074
8 H 0.00 0.77 2.18  0.089
9 H -1.15 1.74 1.23  0.085
10 H 1.73 0.67 -1.12  0.101
11 H 1.20 -0.90 -1.39  0.103

=====

# 3
A single C3H5ClFN molecule at a distorted geometry, computed with ωB97M-V with the def2-TZVPD basis set.

ΔE to the lowest compared entry with this formula, charge and spin, kJ/mol: 28.5
HOMO-LUMO gap, eV: 10.430
Maximum force, eV Å⁻¹: 1.9

Each line ends with the Löwdin charge.
Atoms and positions in Å:
1 N 0.30 -0.53 -1.55  0.059
2 C -0.12 0.42 -0.56  -0.332
3 C 0.68 0.61 0.66  -0.075
4 C -0.59 -0.10 0.77  -0.841
5 F -0.62 -1.48 0.97  -0.034
6 Cl -1.93 0.52 1.69  0.701
7 H 1.03 -1.12 -1.12  0.092
8 H -0.47 -1.13 -1.80  0.079
9 H -0.54 1.29 -0.94  0.123
10 H 1.47 -0.08 0.82  0.113
11 H 0.79 1.59 1.08  0.115

=====

# 4
A single C3H5ClN2 molecule at a distorted geometry, computed with ωB97M-V with the def2-TZVPD basis set.

ΔE to the lowest compared entry with this formula, charge and spin, kJ/mol: 225.4
HOMO-LUMO gap (alpha / beta), eV: 4.234 / 5.150
Expectation value of S²: 2.010
Maximum force, eV Å⁻¹: 9.2
2S+1: 3

Each line ends with the Mulliken spin population.
Atoms and positions in Å:
1 C -2.50 -0.96 0.11  -0.016
2 C -0.19 -0.37 -0.48  0.018
3 C -1.43 0.06 0.25  0.487
4 N -3.31 -1.74 -0.12  0.178
5 N 0.96 0.44 -0.14  0.394
6 Cl -1.97 1.68 -0.06  0.878
7 H 0.17 -1.39 -0.28  0.041
8 H -0.50 -0.29 -1.61  0.012
9 H -1.24 -0.01 1.34  0.015
10 H 1.10 1.26 -0.53  -0.001
11 H 1.25 0.31 0.86  -0.006

=====

# 5
2 unconnected molecules or ions with the total composition C3H5ClN2O2 at a distorted geometry, computed with ωB97M-V with the def2-TZVPD basis set.

ΔE to the lowest compared entry with this formula, charge and spin, kJ/mol: 450.8
HOMO-LUMO gap, eV: 8.574
Maximum force, eV Å⁻¹: 5.7

Each line ends with the Löwdin charge.
Atoms and positions in Å:
1 C -0.47 -1.54 0.22  -0.425
2 C -0.16 0.51 -0.08  -0.402
3 C 1.15 2.34 0.44  -0.025
4 N -0.07 -2.03 1.23  0.148
5 N -1.19 -1.79 -0.87  -0.354
6 O -0.56 0.91 -1.11  0.089
7 O 0.65 1.01 0.79  -0.032
8 Cl -1.31 -3.41 -1.63  0.536
9 H 1.94 2.49 1.23  0.112
10 H 0.38 3.15 0.46  0.096
11 H 1.31 2.30 -0.70  0.115
12 H -0.41 -2.88 1.62  0.061
13 H -1.27 -1.06 -1.60  0.080

=====

# 6
2 unconnected molecules or ions with the total composition C3H5ClN2OS at a distorted geometry, computed with ωB97M-V with the def2-TZVPD basis set.

ΔE to the lowest compared entry with this formula, charge and spin, kJ/mol: 347.6
HOMO-LUMO gap, eV: 8.065
Maximum force, eV Å⁻¹: 4.1

Each line ends with the Löwdin charge.
Atoms and positions in Å:
1 C 0.53 -1.94 -0.10  -0.334
2 C -1.11 1.60 0.12  -0.126
3 C 1.04 -0.79 0.17  -0.044
4 N 0.33 -3.02 -0.54  0.166
5 N -1.16 0.52 0.77  -0.303
6 O -2.07 -1.78 0.52  -0.501
7 S -2.46 -0.46 0.84  0.566
8 Cl -3.52 0.31 -0.74  0.251
9 H -0.60 -3.43 -0.60  0.076
10 H -1.48 1.83 -0.83  0.027
11 H -0.47 2.38 0.49  0.085
12 H 1.44 -0.56 1.07  0.024
13 H 1.03 -0.02 -0.71  0.112

=====

# 7
A single C3H5ClN2S molecule at a distorted geometry, computed with ωB97M-V with the def2-TZVPD basis set.

ΔE to the lowest compared entry with this formula, charge and spin, kJ/mol: 456.9
HOMO-LUMO gap (alpha / beta), eV: 8.036 / 8.037
Maximum force, eV Å⁻¹: 3.9

Each line ends with the Löwdin charge.
Atoms and positions in Å:
1 C -0.24 -1.71 0.69  -0.438
2 C 0.61 0.41 -0.12  -0.554
3 C -0.19 1.70 0.37  -0.022
4 N 0.33 -0.66 0.73  -0.002
5 N 0.20 0.29 -1.52  -0.467
6 S -1.11 -2.51 -0.88  0.467
7 Cl 0.13 -1.22 -1.94  0.622
8 H -0.54 -2.42 1.42  0.044
9 H 1.70 0.56 0.07  0.143
10 H 0.44 2.05 1.15  0.058
11 H -1.13 1.21 0.59  0.073
12 H -0.22 2.28 -0.56  0.076

=====

# 8
A single C3H5ClN2S molecule at a distorted geometry, computed with ωB97M-V with the def2-TZVPD basis set.

ΔE to the lowest compared entry with this formula, charge and spin, kJ/mol: 434.8
HOMO-LUMO gap (alpha / beta), eV: 7.152 / 7.155
Maximum force, eV Å⁻¹: 4.6

Each line ends with the Löwdin charge.
Atoms and positions in Å:
1 C 1.55 -0.14 -0.12  -0.600
2 C -1.30 -0.32 -0.17  -0.450
3 C -0.81 1.15 0.39  -0.447
4 N 2.54 -0.85 -0.08  -0.415
5 N -0.50 -1.32 0.28  0.005
6 S 0.87 1.40 -0.11  0.929
7 Cl 4.17 -0.21 -0.02  0.530
8 H -2.33 -0.52 0.24  0.115
9 H -1.56 -0.13 -1.39  0.152
10 H -1.34 1.94 -0.08  0.052
11 H -0.79 1.15 1.44  0.048
12 H -0.50 -2.15 -0.39  0.082

=====

# 9
A single C3H5ClN4 molecule at a distorted geometry, computed with ωB97M-V with the def2-TZVPD basis set.

ΔE to the lowest compared entry with this formula, charge and spin, kJ/mol: 335.1
HOMO-LUMO gap, eV: 8.861
Maximum force, eV Å⁻¹: 4.4

Each line ends with the Löwdin charge.
Atoms and positions in Å:
1 H 1.35 -2.73 -0.52  0.054
2 N 0.81 -2.24 -1.32  0.064
3 C 0.45 -1.17 -0.63  -0.418
4 C 0.92 -0.66 0.71  0.012
5 C 0.18 0.44 0.85  -0.800
6 Cl 0.22 1.69 1.93  0.772
7 N -0.63 0.76 -0.28  -0.003
8 N -0.43 -0.27 -1.16  -0.193
9 N -1.39 -0.49 -2.14  0.099
10 H 1.60 -1.12 1.34  0.088
11 H -1.58 0.85 0.19  0.153
12 H -1.70 -1.51 -2.15  0.125
13 H -1.18 -0.28 -3.05  0.047

=====

# 10
A single C3H5ClNP molecule at a distorted geometry, computed with ωB97M-V with the def2-TZVPD basis set.

ΔE to the lowest compared entry with this formula, charge and spin, kJ/mol: 147.5
HOMO-LUMO gap, eV: 9.258
Maximum force, eV Å⁻¹: 6.1

Each line ends with the Löwdin charge.
Atoms and positions in Å:
1 C 0.64 1.17 0.71  -0.158
2 C 0.26 -0.20 0.36  -0.437
3 C -0.96 -0.57 0.91  -0.336
4 N -1.88 -1.07 1.39  0.161
5 P -0.18 -0.21 -1.88  0.543
6 Cl 0.38 -2.16 -2.36  0.038
7 H -0.15 1.95 0.75  0.096
8 H 0.97 1.02 1.71  0.073
9 H 1.44 1.67 0.07  0.103
10 H 0.99 -0.89 0.40  0.054
11 H -1.51 -0.71 -2.06  -0.135

=====

# 11
2 unconnected molecules or ions with the total composition C3H5ClO at a distorted geometry, computed with ωB97M-V with the def2-TZVPD basis set.

ΔE to the lowest compared entry with this formula, charge and spin, kJ/mol: 336.9
HOMO-LUMO gap, eV: 7.343
Maximum force, eV Å⁻¹: 3.2

Each line ends with the Löwdin charge.
Atoms and positions in Å:
1 C -1.16 0.47 -0.04  -0.015
2 C -0.04 0.10 0.98  -0.091
3 C 0.02 -0.31 -0.41  -0.308
4 O 0.26 -1.28 -1.31  0.071
5 Cl 2.52 0.99 -0.63  -0.285
6 H -1.99 -0.23 -0.05  0.130
7 H -1.43 1.52 -0.15  0.129
8 H 0.74 0.81 1.21  0.052
9 H -0.22 -0.61 1.80  0.125
10 H 1.31 -1.47 -1.40  0.192

=====

# 12
A single C3H5ClO molecule at a distorted geometry, computed with ωB97M-V with the def2-TZVPD basis set.

ΔE to the lowest compared entry with this formula, charge and spin, kJ/mol: 165.2
HOMO-LUMO gap, eV: 9.308
Maximum force, eV Å⁻¹: 4.5

Each line ends with the Löwdin charge.
Atoms and positions in Å:
1 C -0.94 -1.22 0.55  -0.111
2 O -0.35 0.06 0.53  -0.178
3 C 0.21 0.49 -0.60  -0.227
4 C 1.19 1.47 -0.46  -0.638
5 Cl 1.52 2.36 0.89  0.685
6 H -0.25 -1.97 0.22  0.067
7 H -1.17 -1.48 1.63  0.102
8 H -2.03 -1.32 0.04  0.134
9 H 0.04 -0.14 -1.51  0.136
10 H 1.78 1.76 -1.28  0.031